The ion C12H9N6O4 with charge -1. Source: the OMol25 dataset; level of theory: ωB97M-V/def2-TZVPD.

The SMILES is Cc1cn([C@@H]2C(=[N+]([O-])[O-])C=C(C#N)c3no[n+]([O-])c32)c(C)n1. As for the HOMO-LUMO gap: 7.1 eV. As for the total charge: -1.

Positions of all 31 atoms, in Å:
N1 -1.75 -5.32 1.41
C1 -1.32 -4.24 1.30
C2 -0.88 -2.90 1.09
C3 0.48 -2.49 0.97
C4 0.83 -1.15 0.99
N2 2.21 -0.87 1.13
O1 3.00 -1.86 1.06
O2 2.56 0.33 1.33
C5 -0.14 0.03 0.97
C6 -1.56 -0.52 1.09
N3 -2.70 0.21 1.38
O3 -2.90 1.39 1.50
O4 -3.71 -0.80 1.75
N4 -3.18 -2.07 1.66
C7 -1.90 -1.87 1.19
H1 1.31 -3.22 1.01
H2 0.03 0.84 1.75
C8 -0.22 -0.51 -2.33
C9 0.24 0.68 -1.55
N5 0.80 1.69 -2.15
C10 1.11 2.61 -1.26
C11 1.59 3.91 -1.75
C12 0.80 2.11 0.02
N6 0.20 0.89 -0.18
H3 -0.31 -1.42 -1.70
H4 -1.20 -0.25 -2.79
H5 0.57 -0.61 -3.11
H6 2.05 4.56 -1.00
H7 2.30 3.75 -2.57
H8 0.75 4.49 -2.19
H9 0.93 2.60 0.98

=====

The molecule C12H9OPS. Source: the OMol25 dataset; level of theory: ωB97M-V/def2-TZVPD.

As for the HOMO-LUMO gap (spin up / spin down): 8.5 / 6.9 eV. As for the total charge: 0.

Positions of all 24 atoms, in Å:
C1 0.81 3.02 0.20
C2 -3.26 -1.03 -0.30
C3 2.10 2.71 -0.04
C4 -2.87 -2.29 0.22
C5 -0.12 2.02 0.16
C6 -2.27 -0.09 -0.44
C7 2.50 1.39 -0.46
C8 -1.58 -2.60 0.52
C9 0.17 0.68 -0.39
C10 -0.89 -0.37 -0.25
C11 1.49 0.45 -0.70
C12 -0.65 -1.66 0.22
O1 1.98 -0.71 -1.34
P1 2.44 -1.99 -0.58
S1 3.24 -1.24 1.33
H1 0.53 4.08 0.29
H2 -4.31 -0.95 -0.49
H3 2.93 3.42 0.10
H4 -3.64 -3.11 0.33
H5 -1.23 2.20 0.20
H6 -2.56 0.94 -0.74
H7 3.53 1.24 -0.44
H8 -1.38 -3.66 0.93
H9 3.03 -2.47 1.69

=====

A cluster of 3 separate species, C13H11BrNO7P in total. Source: the OMol25 dataset; level of theory: ωB97M-V/def2-TZVPD.

The SMILES is O=C1C=CC(=O)C=C1.O=C1C=CC(=O)C=C1.NC(=O)OP(O)Br. As for the HOMO-LUMO gap: 7.8 eV. As for the total charge: 0.

Positions of all 34 atoms, in Å:
N1 2.11 -1.79 -1.83
C1 0.94 -1.05 -2.10
O1 0.85 0.13 -1.98
O2 -0.13 -1.81 -2.56
P1 -1.37 -2.00 -1.49
O3 -2.46 -1.01 -2.10
Br1 -2.12 -3.96 -2.32
H1 1.95 -2.43 -1.05
H2 2.38 -2.34 -2.64
H3 -3.10 -0.78 -1.39
C2 4.23 4.41 -0.31
C3 4.25 5.20 -1.38
C4 3.67 4.77 -2.67
O4 3.69 5.49 -3.64
C5 3.06 3.41 -2.72
C6 3.05 2.62 -1.66
C7 3.63 3.06 -0.36
O5 3.61 2.34 0.61
H4 4.65 4.71 0.64
H5 4.69 6.20 -1.36
H6 2.64 3.12 -3.68
H7 2.60 1.63 -1.68
C8 -4.81 -2.33 2.45
C9 -4.86 -2.82 3.68
C10 -3.61 -3.02 4.47
O6 -3.65 -3.47 5.60
C11 -2.32 -2.66 3.83
C12 -2.28 -2.17 2.59
C13 -3.53 -1.97 1.81
O7 -3.48 -1.52 0.68
H8 -5.70 -2.17 1.85
H9 -5.78 -3.09 4.17
H10 -1.43 -2.81 4.43
H11 -1.36 -1.90 2.10

=====

The molecule C13H11ClN4O3. Source: the OMol25 dataset; level of theory: ωB97M-V/def2-TZVPD.

The SMILES is Cn1c2ccccc2c2nn[n+]([O-])c(C(=O)OCCCl)c21. As for the HOMO-LUMO gap: 7.9 eV. As for the total charge: 0.

Positions of all 32 atoms, in Å:
O1 -1.86 2.59 -1.03
O2 1.45 4.03 -0.57
Cl1 -0.19 5.60 -3.67
N1 2.14 1.49 1.59
N2 2.24 2.62 0.88
O3 -0.24 2.60 -2.61
C1 -0.69 2.53 -1.36
C2 1.04 0.74 1.37
C3 0.91 -2.48 3.39
C4 -0.21 -3.05 2.71
C5 1.35 -1.22 3.01
C6 -0.89 -2.30 1.75
C7 0.74 -0.56 1.95
C8 -0.43 -1.04 1.36
C9 0.07 0.96 0.41
C10 0.29 2.14 -0.35
N3 -0.85 -0.14 0.42
N4 1.33 2.93 -0.06
C11 -1.91 -0.39 -0.54
C12 -1.57 4.40 -3.71
C13 -1.15 2.94 -3.67
H1 1.38 -2.99 4.24
H2 -0.55 -4.01 2.93
H3 2.20 -0.74 3.46
H4 -1.71 -2.74 1.25
H5 -2.74 0.29 -0.34
H6 -2.27 -1.41 -0.53
H7 -1.60 -0.20 -1.56
H8 -2.21 4.61 -4.61
H9 -2.21 4.60 -2.85
H10 -2.08 2.32 -3.60
H11 -0.67 2.65 -4.61

=====

A structure of composition C13H11F8N4O5ReS. Source: the OMol25 dataset; level of theory: ωB97M-V/def2-TZVPD.

As for the HOMO-LUMO gap (spin up / spin down): 8.5 / 6.7 eV. As for the spin multiplicity: 4. As for the total charge: +1.

Positions of all 43 atoms, in Å:
Re1 -0.36 -0.34 -0.64
C1 3.86 1.04 -0.76
C2 2.40 0.80 -0.83
N1 1.83 -0.34 -0.56
O1 2.65 -1.35 -0.09
C3 1.48 1.87 -1.20
C4 1.84 3.24 -1.62
N2 0.20 1.53 -1.14
O2 -0.75 2.31 -1.39
H1 4.40 0.15 -0.46
H2 4.06 1.85 -0.05
H3 4.21 1.37 -1.74
H4 2.47 -2.12 -0.64
H5 2.92 3.38 -1.67
H6 1.42 3.97 -0.92
H7 1.40 3.46 -2.59
F1 -2.97 -0.31 -1.92
C5 -2.53 -0.28 -0.63
F2 -2.96 0.90 -0.08
C6 -3.29 -1.37 0.15
F3 -4.59 -1.11 0.22
F4 -3.13 -2.57 -0.42
F5 -2.80 -1.44 1.40
F6 -2.30 -3.09 -2.98
C7 -1.24 -3.80 -2.70
F7 -0.71 -4.30 -3.80
F8 -1.52 -4.76 -1.84
S1 0.05 -2.70 -1.91
O3 -0.33 -2.49 -0.48
O4 1.33 -3.28 -2.11
O5 -0.16 -1.32 -2.49
N3 -1.72 4.15 3.77
C8 -1.36 3.10 3.47
C9 -0.90 1.79 3.10
C10 -0.50 0.87 4.06
C11 -0.05 -0.37 3.65
C12 -0.01 -0.65 2.30
N4 -0.40 0.24 1.38
C13 -0.85 1.45 1.76
H8 -0.55 1.12 5.11
H9 0.27 -1.12 4.36
H10 0.34 -1.61 1.93
H11 -1.17 2.13 0.98

=====

The molecule C13H11N5O4S. Source: the OMol25 dataset; level of theory: ωB97M-V/def2-TZVPD.

The SMILES is CC(=O)Nc1nonc1NC(=O)CSc1nc2ccccc2o1. As for the HOMO-LUMO gap: 9.2 eV. As for the total charge: 0.

Positions of all 34 atoms, in Å:
C1 1.35 2.69 3.60
C2 1.10 2.85 2.13
O1 0.68 3.86 1.62
N1 1.38 1.76 1.33
C3 1.85 0.54 1.69
N2 2.13 0.13 2.90
O2 2.56 -1.14 2.82
N3 2.55 -1.57 1.55
C4 2.13 -0.59 0.80
N4 2.03 -0.78 -0.56
C5 1.49 0.03 -1.51
O3 1.20 1.19 -1.33
C6 1.39 -0.62 -2.87
H1 2.14 -0.20 -3.54
H2 1.48 -1.70 -2.83
S1 -0.22 -0.21 -3.63
C7 -1.19 -0.57 -2.25
N5 -0.71 -1.02 -1.14
C8 -1.81 -1.13 -0.31
C9 -1.93 -1.55 1.00
C10 -3.20 -1.54 1.54
C11 -4.32 -1.15 0.81
C12 -4.21 -0.73 -0.51
C13 -2.94 -0.73 -1.05
O4 -2.51 -0.37 -2.30
H3 -5.06 -0.42 -1.09
H4 -5.29 -1.16 1.27
H5 -3.34 -1.86 2.57
H6 -1.07 -1.86 1.57
H7 2.23 -1.74 -0.81
H8 1.21 1.88 0.33
H9 0.74 1.87 3.99
H10 2.39 2.44 3.78
H11 1.09 3.62 4.11

=====

A structure of composition C13H12AuClN2O5. Source: the OMol25 dataset; level of theory: ωB97M-V/def2-TZVPD.

As for the HOMO-LUMO gap: 9.1 eV. As for the total charge: 0.

Positions of all 34 atoms, in Å:
Au1 0.79 0.35 -1.37
O1 0.84 4.35 2.93
C1 -0.31 3.80 2.92
O2 -1.28 4.15 3.57
C2 -0.29 2.53 2.07
C3 -1.07 1.45 2.38
Cl1 -2.16 1.18 3.67
N1 -0.78 0.44 1.44
N2 0.17 0.93 0.59
C4 0.50 2.15 0.95
C5 1.68 2.88 0.28
O3 1.97 4.00 0.79
O4 2.24 2.27 -0.65
C6 -1.57 -0.75 1.19
C7 -0.97 -1.94 1.10
C8 -1.75 -3.09 0.89
C9 -3.15 -2.96 0.84
C10 -3.71 -1.75 1.14
C11 -2.92 -0.56 1.27
H1 1.38 4.28 2.00
H2 0.11 -1.97 1.03
H3 -1.38 -3.99 0.54
H4 -3.77 -3.66 0.40
H5 -4.79 -1.68 1.12
H6 -3.36 0.46 1.20
C12 3.46 -1.72 -3.72
C13 1.96 -1.68 -3.54
O5 1.50 -0.37 -3.20
H7 3.80 -2.62 -4.22
H8 3.91 -1.69 -2.77
H9 3.76 -0.83 -4.22
H10 1.73 -2.29 -2.67
H11 1.34 -1.95 -4.40
H12 2.13 0.27 -3.54

=====

A structure of composition C13H12ClO5PV. Source: the OMol25 dataset; level of theory: ωB97M-V/def2-TZVPD.

As for the HOMO-LUMO gap: 1.9 eV. As for the total charge: +1.

Positions of all 33 atoms, in Å:
C1 -1.89 -2.75 -0.75
C2 -2.90 -1.82 -1.54
C3 -3.14 -0.40 -0.88
C4 -1.76 0.17 -0.41
C5 -0.69 0.19 -1.46
C6 0.61 0.67 -1.05
C7 0.90 1.12 0.32
C8 -0.18 1.13 1.33
C9 -1.53 0.65 0.97
P1 -2.97 0.61 2.20
O1 -3.41 2.24 2.37
Cl1 -2.17 -0.09 4.03
C10 2.35 1.57 0.64
O2 2.60 2.27 1.58
C11 3.45 1.01 -0.33
C12 3.21 0.59 -1.59
C13 1.75 0.71 -2.12
O3 1.47 0.87 -3.28
H1 -2.36 -3.78 -0.66
H2 -1.67 -2.43 0.30
H3 -0.94 -2.92 -1.32
H4 -2.49 -1.70 -2.58
H5 -3.87 -2.36 -1.64
H6 -3.63 0.29 -1.63
H7 -3.85 -0.51 -0.02
H8 -0.90 -0.15 -2.50
H9 0.00 1.49 2.37
H10 -2.94 2.80 1.73
H11 4.50 0.92 0.08
H12 3.98 0.17 -2.27
O4 5.99 0.15 1.04
V1 6.12 -0.18 2.71
O5 6.36 -0.55 4.34